Record 1
Formula: C26H34NORu
Source: the OMol25 dataset
Level of theory: the ωB97M-V functional and the def2-TZVPD basis

## Properties
M, Da: 477.6
Expectation value of S²: 6.04
F_max, hartree/bohr: 0.0446
Orbital gap (alpha / beta), eV: 7.05 / 6.24
Energy, eV: -33623.5542

The geometry in ORCA input format:
```
! wB97M-V def2-TZVPD RIJCOSX def2/J DEFGRID3
* xyz 1 5
C -0.789 -0.004 2.118
C -1.718 -0.800 1.351
C -1.068 -1.983 0.931
H -2.763 -0.553 1.188
C 0.287 -1.928 1.354
C 0.467 -0.740 2.139
H 1.057 -2.671 1.161
C -0.299 2.083 -0.857
C -1.578 1.542 -0.426
C -1.955 0.522 -1.368
H -2.195 1.971 0.360
C -0.879 0.297 -2.259
C 0.156 1.252 -1.945
H -1.535 -2.808 0.400
H 1.328 -0.484 2.745
H -1.016 0.873 2.715
H 1.092 1.351 -2.494
H -2.901 -0.020 -1.388
H 0.155 3.004 -0.507
Ru 0.162 0.349 0.260
C -0.739 -0.808 -3.287
C -0.195 -0.229 -4.599
C -2.072 -1.523 -3.535
H -0.883 0.538 -4.975
H -0.103 -1.032 -5.336
H 0.794 0.215 -4.445
H -2.824 -0.809 -3.886
H -2.436 -2.010 -2.621
H -1.924 -2.290 -4.305
C 0.261 -1.844 -2.691
C 0.643 -3.021 -3.592
H -0.171 -2.246 -1.757
H 1.212 -1.350 -2.417
O 0.505 -3.039 -4.815
N 1.175 -4.118 -2.962
C 1.341 -4.360 -1.534
H 1.543 -4.821 -3.592
C 0.103 -4.948 -0.880
C 0.156 -5.315 0.470
H 1.102 -5.196 1.005
C -0.980 -5.813 1.112
H -0.930 -6.062 2.173
C -2.169 -5.996 0.394
H -3.051 -6.403 0.890
C -2.218 -5.661 -0.962
H -3.129 -5.801 -1.544
C -1.083 -5.142 -1.600
H -1.107 -4.903 -2.667
H 1.622 -3.425 -1.019
H 2.183 -5.056 -1.402
C 2.078 2.191 2.424
C 2.495 2.142 0.956
C 3.998 2.388 0.801
C 2.137 0.785 0.316
H 2.577 1.395 2.994
H 0.994 2.060 2.535
H 2.352 3.153 2.874
H 1.936 2.925 0.414
H 4.566 1.593 1.301
H 4.267 2.397 -0.261
H 4.282 3.350 1.243
H 2.489 0.784 -0.726
H 2.694 0.002 0.849
*
```


Record 2
Formula: C26H34O2PtS8Sb
Source: the OMol25 dataset
Level of theory: the ωB97M-V functional and the def2-TZVPD basis

## Properties
M, Da: 951.9
Expectation value of S²: 6.04
F_max, hartree/bohr: 0.0109
Orbital gap (alpha / beta), eV: 7.34 / 5.21
Energy, eV: -128065.7513

The geometry in ORCA input format:
```
! wB97M-V def2-TZVPD RIJCOSX def2/J DEFGRID3
* xyz 1 5
Pt -0.676 -0.011 0.905
C 4.596 -1.384 -1.726
C 4.784 -0.663 -0.392
S 3.253 0.017 0.330
C 3.010 -0.940 1.847
C 2.556 -2.377 1.644
S 0.884 -2.566 0.935
C 1.170 -3.340 -0.691
C 1.985 -2.526 -1.694
S 3.752 -2.984 -1.609
H 5.579 -1.621 -2.133
H 4.072 -0.765 -2.455
H 5.451 0.189 -0.531
H 5.227 -1.333 0.344
H 2.260 -0.382 2.408
H 3.941 -0.921 2.415
H 2.522 -2.881 2.611
H 3.236 -2.915 0.990
H 0.156 -3.494 -1.071
H 1.614 -4.318 -0.508
H 1.890 -1.467 -1.485
H 1.643 -2.725 -2.709
O -2.343 1.588 1.036
C -2.547 2.109 -0.114
O -1.780 1.956 -1.106
C -3.758 2.982 -0.262
C -4.611 3.186 0.818
C -5.714 4.016 0.679
C -5.965 4.642 -0.536
C -5.111 4.442 -1.614
C -4.006 3.613 -1.479
H -4.401 2.695 1.761
H -6.380 4.176 1.519
H -6.829 5.286 -0.644
H -5.304 4.933 -2.560
H -3.330 3.442 -2.307
C 1.612 2.424 -1.796
Sb 0.507 2.343 0.018
C 1.918 2.947 1.527
C -0.425 4.249 -0.087
H 1.816 3.477 -1.993
H 1.014 2.002 -2.604
H 2.540 1.871 -1.680
H 2.663 3.583 1.042
H 2.406 2.096 1.997
H 1.368 3.523 2.274
H 0.356 4.996 0.060
H -1.186 4.353 0.687
H -0.886 4.364 -1.064
C -0.172 -0.296 5.715
C -0.398 -1.491 5.043
C -0.564 -1.502 3.662
C -0.520 -0.310 2.952
C -0.328 0.895 3.631
C -0.133 0.897 5.008
H -0.042 -0.292 6.791
H -0.447 -2.423 5.593
H -0.718 -2.450 3.164
H -0.352 1.841 3.102
H 0.032 1.835 5.525
C -5.122 0.017 -1.703
S -4.903 -1.693 -2.288
C -4.234 -2.469 -0.887
C -3.028 -2.124 -0.261
S -1.948 -0.994 -0.911
S -2.661 -3.052 1.161
C -4.025 -4.131 1.092
S -4.276 -5.295 2.184
S -5.086 -3.811 -0.251
H -4.931 0.676 -2.548
H -4.422 0.233 -0.906
H -6.146 0.132 -1.357
*
```


Record 3
Formula: C26H35AuClO5Si3
Source: the OMol25 dataset
Level of theory: the ωB97M-V functional and the def2-TZVPD basis

## Properties
M, Da: 744.2
F_max, hartree/bohr: 0.0086
Relative energy (zero: lowest compared OMol25 entry of this formula, charge and spin), kcal per mole: 12.42
Orbital gap, eV: 8.02
Energy, eV: -77614.1413

The geometry in ORCA input format:
```
! wB97M-V def2-TZVPD RIJCOSX def2/J DEFGRID3
* xyz -1 1
Au -0.063 -0.088 -2.111
O 3.034 1.919 -3.814
Cl 2.272 1.707 -2.627
O 2.794 2.434 -1.519
O 2.243 0.255 -2.308
O 0.864 2.072 -2.865
C -2.924 0.219 -4.032
Si -2.361 -0.250 -2.309
C -3.089 0.918 -1.056
C -2.926 -2.007 -1.941
C -4.244 -2.365 -1.639
C -4.563 -3.678 -1.333
C -3.569 -4.653 -1.326
C -2.260 -4.309 -1.628
C -1.930 -2.986 -1.938
Si -0.182 -2.395 -2.287
C 0.984 -3.089 -1.018
C 0.326 -2.947 -4.001
H -4.016 0.276 -4.065
H -2.590 -0.521 -4.761
H -2.521 1.189 -4.329
H -4.155 0.698 -0.946
H -2.982 1.961 -1.358
H -2.589 0.788 -0.096
H -5.028 -1.615 -1.632
H -5.584 -3.943 -1.085
H -3.815 -5.678 -1.076
H -1.494 -5.077 -1.612
H 1.073 -4.167 -1.186
H 0.607 -2.903 -0.013
H 1.977 -2.642 -1.091
H 0.415 -4.037 -4.032
H 1.288 -2.515 -4.284
H -0.415 -2.633 -4.737
C -1.527 0.968 3.145
C -0.102 0.405 3.120
C -0.186 -1.121 3.237
C 0.672 0.948 4.322
Si 0.675 0.850 1.427
O -0.119 0.100 0.262
C 2.502 0.344 1.484
C 3.577 1.232 1.526
C 4.893 0.784 1.539
C 5.166 -0.575 1.501
C 4.116 -1.480 1.439
C 2.807 -1.020 1.428
C 0.585 2.737 1.249
C 1.197 3.653 2.112
C 1.088 5.023 1.916
C 0.362 5.516 0.841
C -0.251 4.630 -0.031
C -0.138 3.262 0.179
H -2.007 0.759 4.110
H -2.137 0.511 2.362
H -1.541 2.050 2.991
H -0.788 -1.403 4.110
H 0.802 -1.568 3.367
H -0.647 -1.556 2.347
H 0.244 0.568 5.258
H 0.630 2.038 4.370
H 1.724 0.649 4.295
H 3.391 2.299 1.515
H 5.706 1.500 1.559
H 6.191 -0.926 1.503
H 4.317 -2.545 1.389
H 1.999 -1.738 1.352
H 1.782 3.295 2.951
H 1.577 5.708 2.600
H 0.284 6.585 0.679
H -0.808 5.002 -0.883
H -0.611 2.577 -0.511
*
```


Record 4
Formula: C26H35BN15SSn
Source: the OMol25 dataset
Level of theory: the ωB97M-V functional and the def2-TZVPD basis

## Properties
M, Da: 719.3
Expectation value of S²: 0.75
F_max, hartree/bohr: 0.0139
Orbital gap (alpha / beta), eV: 7.64 / 6.94
Energy, eV: -67214.3715

The geometry in ORCA input format:
```
! wB97M-V def2-TZVPD RIJCOSX def2/J DEFGRID3
* xyz 2 2
Sn 0.893 -0.085 -0.577
C -2.877 1.393 0.959
C -1.524 1.537 0.697
N -0.955 0.328 0.585
N -1.923 -0.599 0.768
C -3.089 0.024 0.996
B -1.554 -2.109 0.655
N -0.170 -2.401 1.325
C 0.056 -3.236 2.356
C 1.422 -3.349 2.538
C 1.976 -2.516 1.567
N 1.016 -1.949 0.845
N -1.382 -2.401 -0.858
C -2.076 -3.234 -1.651
C -1.551 -3.175 -2.924
C -0.524 -2.245 -2.827
N -0.433 -1.770 -1.582
N -2.586 -3.001 1.289
C -2.677 -4.363 1.219
C -3.545 -4.777 2.188
C -3.938 -3.588 2.839
N -3.352 -2.532 2.310
H -3.608 2.167 1.121
H -0.928 2.431 0.596
H -3.977 -0.542 1.208
H -0.757 -3.718 2.874
H 1.937 -3.965 3.253
H 3.011 -2.299 1.354
H -2.909 -3.801 -1.272
H -1.871 -3.721 -3.794
H 0.145 -1.905 -3.601
H -2.102 -4.936 0.510
H -3.859 -5.785 2.398
H -4.622 -3.466 3.662
N 0.245 0.771 -2.898
C 1.330 0.703 -3.905
C 2.494 -0.204 -3.490
N 2.915 -0.034 -2.090
C 3.682 1.181 -1.753
C 2.836 2.452 -1.712
N 1.656 2.351 -0.840
H -0.113 1.723 -2.843
H -0.531 0.180 -3.175
H 0.955 0.352 -4.868
H 1.698 1.708 -4.085
H 2.218 -1.253 -3.601
H 3.324 -0.017 -4.180
H 3.468 -0.842 -1.823
H 4.132 1.008 -0.775
H 4.489 1.340 -2.475
H 3.493 3.268 -1.402
H 2.500 2.710 -2.711
H 1.882 2.650 0.102
H 0.889 2.911 -1.218
C 4.425 -0.512 3.806
N 2.977 -0.443 3.951
C 2.260 -0.933 5.027
C 0.959 -0.656 4.807
N 0.904 0.007 3.601
C 2.136 0.132 3.071
S 2.524 0.909 1.607
H 4.884 -0.404 4.785
H 4.752 0.297 3.159
H 4.720 -1.466 3.371
H 2.742 -1.417 5.859
H 0.087 -0.852 5.404
H 0.079 0.368 3.150
N -5.452 2.917 -1.879
C -4.458 3.492 -1.913
C -3.177 4.139 -1.938
C -3.031 5.524 -1.927
C -1.752 6.047 -1.905
C -0.672 5.177 -1.879
N -0.804 3.848 -1.894
C -2.036 3.347 -1.934
H -3.902 6.165 -1.933
H -1.589 7.115 -1.897
H 0.340 5.562 -1.843
H -2.146 2.268 -1.938
*
```


Record 5
Formula: C26H35Cl6F6HgN7O6P
Source: the OMol25 dataset
Level of theory: the ωB97M-V functional and the def2-TZVPD basis

## Properties
M, Da: 1099.9
Expectation value of S²: 0.75
F_max, hartree/bohr: 0.0692
Orbital gap (alpha / beta), eV: 9.72 / 3.03
Energy, eV: -155127.2947

The geometry in ORCA input format:
```
! wB97M-V def2-TZVPD RIJCOSX def2/J DEFGRID3
* xyz 2 2
Hg 1.065 1.018 1.253
P -0.707 -0.845 -0.338
F -0.156 0.606 -0.623
F -1.122 -0.308 1.137
F -2.172 -0.334 -0.925
F -1.324 -2.394 -0.020
F -0.177 -1.252 -1.843
F 0.719 -1.220 0.373
N 2.580 1.562 -0.415
C 2.726 0.567 -1.354
C 3.497 0.688 -2.441
C 4.174 1.900 -2.741
C 4.084 2.914 -1.785
C 3.345 2.686 -0.630
H 2.062 -0.284 -1.323
H 3.610 -0.127 -3.141
H 4.851 2.137 -3.548
H 4.671 3.818 -1.849
H 3.482 3.381 0.185
N 0.087 0.524 3.479
C -0.223 1.511 4.391
C -0.239 1.340 5.785
C -0.083 0.044 6.278
C 0.145 -1.000 5.373
C 0.257 -0.770 3.997
H -0.480 2.489 4.013
H -0.456 2.197 6.406
H -0.057 -0.050 7.354
H 0.300 -1.996 5.760
H 0.674 -1.553 3.381
N 2.820 -0.432 1.935
C 3.288 -0.354 3.215
C 4.279 -1.166 3.748
C 5.006 -1.959 2.938
C 4.650 -2.032 1.586
C 3.614 -1.228 1.125
H 2.743 0.328 3.850
H 4.549 -1.115 4.792
H 5.823 -2.545 3.331
H 5.183 -2.673 0.900
H 3.416 -1.242 0.064
N -0.469 2.834 1.108
C -1.812 2.851 1.236
C -2.692 3.914 1.075
C -2.086 5.161 0.895
C -0.736 5.230 0.683
C 0.040 4.045 0.764
H -2.216 1.882 1.490
H -3.740 3.790 1.306
H -2.762 6.004 0.902
H -0.258 6.187 0.534
H 1.118 4.077 0.697
C -3.072 -0.875 -3.809
N -4.524 -0.782 -3.496
O -5.355 -1.525 -4.068
O -4.868 0.049 -2.677
H -2.676 0.123 -3.994
H -2.851 -1.514 -4.664
H -2.574 -1.337 -2.957
C 1.431 -1.407 -4.867
N 0.891 -2.735 -4.544
O -0.295 -2.888 -4.350
O 1.614 -3.686 -4.621
H 2.487 -1.476 -4.605
H 0.949 -0.614 -4.295
H 1.431 -1.221 -5.941
C -1.232 2.869 -2.960
N 0.227 2.829 -2.645
O 0.670 3.678 -1.891
O 0.932 2.001 -3.206
H -1.763 2.493 -2.085
H -1.505 2.191 -3.768
H -1.498 3.893 -3.222
C -4.666 -1.228 0.906
Cl -6.092 -2.172 1.268
Cl -5.010 0.527 0.530
H -3.894 -1.373 1.662
H -4.200 -1.613 -0.001
C -2.258 -4.144 -2.348
Cl -3.829 -3.853 -1.476
Cl -1.134 -5.055 -1.290
H -2.447 -4.720 -3.254
H -1.737 -3.200 -2.504
C -1.591 -4.447 1.981
Cl -1.258 -5.627 3.231
Cl -2.129 -2.942 2.890
H -0.685 -4.258 1.406
H -2.378 -4.766 1.299
*
```


Record 6
Formula: C26H35F5NPtSSi4
Source: the OMol25 dataset
Level of theory: the ωB97M-V functional and the def2-TZVPD basis

## Properties
M, Da: 796.1
Expectation value of S²: 2.01
F_max, hartree/bohr: 0.0164
Relative energy (zero: lowest compared OMol25 entry of this formula, charge and spin), kcal per mole: 3.97
Orbital gap (alpha / beta), eV: 5.17 / 7.06
Energy, eV: -88203.8780

The geometry in ORCA input format:
```
! wB97M-V def2-TZVPD RIJCOSX def2/J DEFGRID3
* xyz -1 3
Pt 0.237 -0.093 0.536
C -1.903 3.564 -1.183
C -0.941 4.060 -2.065
C 0.232 3.362 -2.233
C 0.465 2.178 -1.522
N -0.490 1.708 -0.683
C -1.627 2.383 -0.531
C 1.697 1.413 -1.570
C 2.739 1.704 -2.464
C 3.935 1.021 -2.402
C 4.113 0.015 -1.453
C 3.058 -0.339 -0.624
C 1.844 0.346 -0.655
H -2.840 4.077 -1.020
H -1.111 4.984 -2.602
H 0.986 3.736 -2.911
H -2.353 1.939 0.141
H 2.615 2.468 -3.224
H 4.735 1.264 -3.090
H 5.065 -0.496 -1.373
H 3.202 -1.167 0.062
C -3.911 -0.556 0.903
Si -3.236 -1.259 -0.730
C -3.638 -0.045 -2.142
C -4.291 -2.796 -1.138
Si -0.932 -1.797 -0.601
Si -0.159 -2.100 -2.824
C 1.662 -2.616 -2.953
C -0.419 -0.563 -3.909
C -1.147 -3.493 -3.678
Si -0.760 -3.802 0.661
C -2.021 -3.921 2.073
C -1.065 -5.359 -0.396
C 1.013 -3.953 1.330
H -4.813 0.047 0.773
H -3.157 0.065 1.393
H -4.145 -1.367 1.596
H -4.637 0.392 -2.054
H -3.589 -0.566 -3.101
H -2.919 0.775 -2.183
H -5.360 -2.568 -1.187
H -4.152 -3.580 -0.389
H -3.997 -3.214 -2.103
H 2.310 -1.806 -2.617
H 1.950 -2.877 -3.974
H 1.862 -3.482 -2.316
H 0.092 0.299 -3.476
H -1.480 -0.316 -3.975
H -0.043 -0.701 -4.926
H -1.031 -4.440 -3.146
H -0.827 -3.652 -4.712
H -2.214 -3.256 -3.695
H -3.029 -4.092 1.682
H -2.046 -3.000 2.651
H -1.779 -4.739 2.757
H -2.015 -5.280 -0.929
H -1.096 -6.263 0.220
H -0.277 -5.492 -1.141
H 1.389 -2.965 1.609
H 1.682 -4.352 0.563
H 1.080 -4.598 2.209
F 4.241 -1.279 6.120
C 3.176 -1.148 5.320
C 2.164 -2.089 5.341
F 2.281 -3.154 6.146
C 1.047 -1.938 4.545
F 0.115 -2.895 4.598
C 0.866 -0.837 3.697
S -0.615 -0.630 2.813
C 1.925 0.094 3.703
F 1.847 1.182 2.938
C 3.052 -0.054 4.482
F 4.022 0.868 4.453
*
```